# C31H29BrN8O7PPb

A molecular structure, C31H29BrN8O7PPb (ωB97M-V/def2-TZVPD, the OMol25 dataset).

Geometry as ORCA input:
```
! wB97M-V def2-TZVPD RIJCOSX def2/J DEFGRID3
* xyz 1 1
Pb 0.760 -0.220 0.196
O -0.790 -2.922 3.636
C -0.281 -2.414 2.658
N -0.122 -1.066 2.446
C -0.640 -0.140 3.223
C -1.668 -0.325 4.190
C -2.031 0.686 5.023
C -1.417 1.969 4.940
C -0.468 2.228 4.004
C -0.026 1.202 3.111
N 0.920 1.349 2.229
C 1.835 2.371 2.180
O 2.322 2.881 3.165
C 2.269 2.745 0.799
C 3.318 3.650 0.663
C 3.750 3.981 -0.609
C 3.099 3.421 -1.700
C 2.054 2.541 -1.463
N 1.654 2.201 -0.249
C 0.374 -3.273 1.621
C 0.467 -4.637 1.893
C 1.133 -5.460 1.001
C 1.679 -4.891 -0.138
C 1.525 -3.527 -0.338
N 0.896 -2.737 0.518
H -2.123 -1.298 4.279
H -2.801 0.520 5.763
H -1.722 2.732 5.642
H -0.001 3.198 3.934
H 3.787 4.040 1.551
H 4.579 4.658 -0.748
H 3.411 3.646 -2.707
H 1.510 2.074 -2.274
H 0.025 -5.010 2.803
H 1.231 -6.517 1.193
H 2.213 -5.486 -0.860
H 1.933 -3.039 -1.210
C -2.200 -0.695 -4.969
N -1.242 -1.858 -4.686
C -0.072 -1.771 -5.642
N 0.550 -0.504 -5.555
C -0.399 0.549 -5.878
N -1.519 0.539 -4.959
C -1.149 0.968 -3.629
P 0.053 -0.204 -2.798
C -0.774 -1.826 -3.287
C 1.226 -0.279 -4.293
H -2.966 -0.700 -4.183
H -2.644 -0.876 -5.953
H -1.753 -2.731 -4.844
H -0.454 -1.929 -6.655
H 0.642 -2.562 -5.390
H -0.768 0.396 -6.896
H 0.105 1.515 -5.824
H -2.044 1.053 -3.015
H -0.684 1.953 -3.705
H -1.632 -2.007 -2.643
H -0.033 -2.616 -3.134
H 1.954 -1.072 -4.120
H 1.779 0.659 -4.356
O 4.451 -0.277 -1.819
N 3.438 -0.455 -1.205
O 3.297 -0.053 -0.036
O 2.461 -1.038 -1.729
Br -5.128 -2.207 4.451
C -4.392 -1.723 2.761
C -4.756 -0.521 2.175
C -4.200 -0.161 0.960
C -3.274 -0.996 0.346
C -2.923 -2.201 0.944
C -3.489 -2.578 2.148
C -2.682 -0.648 -0.997
O -3.358 -0.750 -2.012
O -1.447 -0.311 -0.994
H -5.480 0.122 2.653
H -4.495 0.763 0.483
H -2.226 -2.865 0.452
H -3.231 -3.517 2.612
*
```

Output
Energy relative to the best compared isomer or geometry (same formula, charge and spin) in kJ/mol: 241.2
HOMO energy (alpha / beta) in eV: -10.344 / -10.344
Orbital gap (alpha / beta) in eV: 4.84 / 4.84
F_max in eV/A: 1.91

***

# C4H13NO3

3 unconnected molecules or ions with the total composition C4H13NO3 (ωB97M-V/def2-TZVPD, the OMol25 dataset).

Geometry as ORCA input:
```
! wB97M-V def2-TZVPD RIJCOSX def2/J DEFGRID3
* xyz 0 1
C 1.939 2.002 -0.424
C 2.058 0.548 -0.788
C 0.682 -0.280 -0.733
N 0.329 -0.836 -2.002
C -0.890 -1.408 -2.178
O -1.735 -1.339 -1.304
H 2.960 2.359 -0.249
H 1.376 2.113 0.505
H 1.530 2.652 -1.190
H 2.746 -0.005 -0.157
H 2.288 0.450 -1.861
H -0.021 0.406 -0.268
H 0.943 -1.072 -0.020
H 1.047 -0.938 -2.702
H -0.969 -1.889 -3.151
O -1.790 -1.506 2.026
H -2.430 -1.957 2.605
H -1.638 -1.678 1.107
O -3.120 0.863 3.624
H -2.526 1.073 4.343
H -2.781 0.443 2.819
*
```

Output
SMILES: CCCNC=O.O.O
Energy relative to the best compared isomer or geometry (same formula, charge and spin) in kJ/mol: 142.8
HOMO energy in eV: -10.016
Orbital gap in eV: 10.76
F_max in eV/A: 3.09

***

# C4H7NOS

A single C4H7NOS molecule (ωB97M-V/def2-TZVPD, the OMol25 dataset).

Geometry as ORCA input:
```
! wB97M-V def2-TZVPD RIJCOSX def2/J DEFGRID3
* xyz 0 1
O 1.840 2.059 -0.293
N 2.212 0.723 -0.127
C 1.441 -0.354 -0.005
S 2.137 -1.835 0.127
C -0.093 0.007 0.254
C -1.133 -0.152 -0.782
C -1.044 -1.152 0.271
H 1.237 2.357 0.499
H 3.186 0.568 -0.147
H -0.160 0.721 1.004
H -0.884 -0.445 -1.880
H -1.925 0.576 -0.760
H -1.996 -1.355 0.997
H -0.594 -2.104 -0.105
*
```

Output
SMILES: ONC(=S)C1CC1
Energy relative to the best compared isomer or geometry (same formula, charge and spin) in kJ/mol: 356.8
HOMO energy in eV: -8.512
Orbital gap in eV: 8.95
F_max in eV/A: 3.71

***

# C4H7NO

A single C4H7NO molecule (ωB97M-V/def2-TZVPD, the OMol25 dataset).

Geometry as ORCA input:
```
! wB97M-V def2-TZVPD RIJCOSX def2/J DEFGRID3
* xyz 0 1
O 2.436 0.815 -0.248
C 1.278 0.452 -0.251
C 0.728 -0.978 -0.251
C -0.680 -0.837 0.346
C -1.056 0.656 0.139
N 0.186 1.274 -0.276
H 0.690 -1.344 -1.285
H 1.393 -1.638 0.309
H -1.411 -1.507 -0.115
H -0.664 -1.065 1.416
H -1.826 0.792 -0.627
H -1.394 1.108 1.074
H 0.320 2.272 -0.232
*
```

Output
SMILES: O=C1CCCN1
Energy relative to the best compared isomer or geometry (same formula, charge and spin) in kJ/mol: 6.6
HOMO energy in eV: -9.558
Orbital gap in eV: 10.48
F_max in eV/A: 0.33

***

# C52H58F6N2O2P2SbTi

A molecular structure, C52H58F6N2O2P2SbTi (ωB97M-V/def2-TZVPD, the OMol25 dataset).

Geometry as ORCA input:
```
! wB97M-V def2-TZVPD RIJCOSX def2/J DEFGRID3
* xyz 1 1
Ti 0.411 -1.347 -0.593
C -0.735 -3.471 -1.182
C -0.964 -3.194 0.171
C -1.628 -1.894 0.223
C -1.771 -1.476 -1.154
C -1.321 -2.475 -2.014
C -1.609 -2.576 -3.493
C -0.729 -3.595 -4.218
C -1.550 -1.215 -4.193
C -3.069 -3.083 -3.536
C -2.746 -1.367 1.155
C -2.487 -1.406 2.658
C -3.978 -2.240 0.843
C -3.116 0.075 0.781
C -0.500 -4.164 1.261
C -1.720 -4.893 1.852
C 0.318 -3.483 2.365
C 0.399 -5.249 0.649
H -0.173 -4.312 -1.553
H -2.264 -0.565 -1.455
H 0.293 -3.250 -4.344
H -1.143 -3.771 -5.212
H -0.712 -4.557 -3.703
H -0.544 -0.803 -4.183
H -2.236 -0.496 -3.739
H -1.843 -1.338 -5.236
H -3.160 -4.065 -3.069
H -3.385 -3.169 -4.576
H -3.743 -2.393 -3.027
H -2.260 -2.397 3.032
H -3.386 -1.065 3.174
H -1.670 -0.743 2.935
H -3.823 -3.282 1.112
H -4.225 -2.196 -0.219
H -4.836 -1.867 1.406
H -2.234 0.705 0.658
H -3.740 0.502 1.567
H -3.703 0.108 -0.138
H -2.358 -4.248 2.449
H -1.368 -5.698 2.499
H -2.326 -5.339 1.061
H -0.132 -2.574 2.744
H 1.313 -3.233 1.994
H 0.443 -4.172 3.202
H -0.154 -5.898 -0.032
H 0.780 -5.877 1.456
H 1.251 -4.822 0.122
C 2.518 2.247 2.451
N 1.634 1.483 1.554
P 1.791 -0.200 1.532
C 1.808 -0.606 3.316
C 2.889 -1.143 4.009
C 2.820 -1.310 5.386
C 1.687 -0.929 6.086
C 0.617 -0.359 5.407
C 0.685 -0.201 4.035
C 3.488 -0.535 0.978
C 4.256 0.455 0.376
C 5.542 0.181 -0.064
C 6.068 -1.092 0.082
C 5.301 -2.094 0.662
C 4.019 -1.821 1.102
P 0.110 2.136 1.072
C 0.590 3.534 0.001
C 1.834 3.623 -0.614
C 2.112 4.651 -1.506
C 1.141 5.595 -1.803
C -0.108 5.510 -1.200
C -0.381 4.488 -0.305
C -0.451 3.059 2.554
C 0.070 4.289 2.956
C -0.385 4.906 4.110
C -1.376 4.307 4.878
C -1.919 3.095 4.481
C -1.461 2.482 3.323
H 3.507 1.792 2.485
H 2.117 2.285 3.466
H 2.623 3.264 2.075
H 3.795 -1.420 3.492
H 3.667 -1.730 5.914
H 1.643 -1.058 7.159
H -0.261 -0.028 5.946
H -0.128 0.292 3.517
H 3.853 1.449 0.253
H 6.130 0.963 -0.527
H 7.070 -1.309 -0.264
H 5.701 -3.095 0.761
H 3.427 -2.618 1.534
H 2.594 2.888 -0.391
H 3.090 4.713 -1.967
H 1.357 6.397 -2.496
H -0.870 6.245 -1.424
H -1.358 4.436 0.165
H 0.829 4.778 2.357
H 0.031 5.858 4.411
H -1.731 4.792 5.778
H -2.706 2.633 5.064
H -1.905 1.546 3.006
O 2.338 0.570 -3.142
C 1.327 0.835 -2.410
O 1.203 0.342 -1.257
C 0.282 1.729 -2.979
C 0.520 2.375 -4.210
C -0.490 3.124 -4.739
C -1.713 3.228 -4.044
C -2.805 3.995 -4.519
C -3.958 4.072 -3.794
C -4.079 3.390 -2.558
C -3.048 2.639 -2.078
C -1.841 2.537 -2.814
N -0.838 1.785 -2.303
H 1.472 2.258 -4.705
H -0.365 3.640 -5.683
H -2.707 4.520 -5.461
H -4.788 4.661 -4.159
H -4.999 3.474 -1.995
H -3.110 2.124 -1.129
F 1.694 -2.511 -0.226
Sb 2.820 -1.374 -3.560
F 2.997 -3.197 -3.883
F 3.665 -1.507 -1.908
F 1.736 -1.139 -5.067
F 4.349 -0.774 -4.425
F 1.095 -1.749 -2.624
*
```

Output
Energy relative to the best compared isomer or geometry (same formula, charge and spin) in kJ/mol: 0.0
HOMO energy in eV: -10.780
Orbital gap in eV: 7.05
F_max in eV/A: 1.25

***

# H18O9

9 unconnected molecules or ions with the total composition H18O9 (ωB97M-V/def2-TZVPD, the OMol25 dataset).

Geometry as ORCA input:
```
! wB97M-V def2-TZVPD RIJCOSX def2/J DEFGRID3
* xyz 0 1
O 0.532 -0.825 -0.540
H 0.771 -0.304 -1.315
H 1.308 -1.373 -0.378
O 3.219 2.190 1.881
H 2.607 1.545 1.509
H 3.996 2.132 1.314
O 0.350 4.808 -1.142
H 0.721 4.936 -0.262
H -0.199 4.021 -1.052
O 3.105 -1.855 -0.003
H 3.106 -1.874 -0.966
H 4.017 -1.648 0.229
O 1.075 -2.793 -2.578
H 1.383 -2.385 -3.395
H 0.977 -3.724 -2.804
O -4.316 0.517 -0.432
H -4.425 1.470 -0.525
H -3.620 0.425 0.229
O -1.544 0.981 -1.502
H -1.416 0.732 -0.579
H -1.269 1.904 -1.536
O -2.771 -1.556 1.316
H -2.640 -2.421 1.722
H -2.439 -1.666 0.418
O -0.581 -0.919 3.215
H -0.649 -1.839 3.496
H -1.300 -0.478 3.681
*
```

Output
SMILES: O.O.O.O.O.O.O.O.O
Energy relative to the best compared isomer or geometry (same formula, charge and spin) in kJ/mol: 311.9
HOMO energy in eV: -10.648
Orbital gap in eV: 10.78
F_max in eV/A: 0.43

***

# C4H5F2N3

A single C4H5F2N3 molecule (ωB97M-V/def2-TZVPD, the OMol25 dataset).

Geometry as ORCA input:
```
! wB97M-V def2-TZVPD RIJCOSX def2/J DEFGRID3
* xyz 0 1
C 1.586 -0.356 -0.005
C 0.739 0.894 -0.058
F 1.034 1.728 0.992
F 1.050 1.644 -1.165
C -0.729 0.620 -0.054
N -1.305 -0.554 -0.180
C -2.620 -0.268 -0.118
N -2.879 1.009 0.040
N -1.675 1.575 0.079
H 2.637 -0.081 -0.057
H 1.323 -0.996 -0.841
H 1.385 -0.880 0.925
H -3.382 -1.015 -0.189
H -1.566 2.572 0.196
*
```

Output
SMILES: CC(F)(F)c1ncn[nH]1
Energy relative to the best compared isomer or geometry (same formula, charge and spin) in kJ/mol: 0.0
HOMO energy in eV: -10.408
Orbital gap in eV: 11.32
F_max in eV/A: 0.94

***

# C2H3N3

A single C2H3N3 molecule (ωB97M-V/def2-TZVPD, the OMol25 dataset).

Geometry as ORCA input:
```
! wB97M-V def2-TZVPD RIJCOSX def2/J DEFGRID3
* xyz 0 1
C -0.641 0.706 -0.003
C -0.702 -0.715 -0.099
N 0.514 -1.191 -0.191
N 1.303 -0.078 -0.263
N 0.593 1.079 -0.133
H -1.394 1.432 0.249
H -1.581 -1.343 -0.092
H 1.907 0.109 0.532
*
```

Output
SMILES: c1cn[nH]n1
Energy relative to the best compared isomer or geometry (same formula, charge and spin) in kJ/mol: 136.6
HOMO energy in eV: -10.610
Orbital gap in eV: 11.54
F_max in eV/A: 1.85

***

# C9H36O9

9 unconnected molecules or ions with the total composition C9H36O9 (ωB97M-V/def2-TZVPD, the OMol25 dataset).

Geometry as ORCA input:
```
! wB97M-V def2-TZVPD RIJCOSX def2/J DEFGRID3
* xyz 0 1
C -3.529 3.261 1.150
C -2.712 3.298 -0.128
C -2.503 1.923 -0.774
O -3.342 4.104 -1.134
H -3.841 4.259 1.480
H -2.969 2.871 2.000
H -4.458 2.726 0.947
H -1.691 3.675 -0.017
H -3.285 1.717 -1.507
H -2.345 1.062 -0.123
H -1.594 1.925 -1.382
H -3.726 4.859 -0.675
C 0.266 1.124 1.927
C 1.676 1.632 1.611
C 1.605 2.714 0.551
O 2.378 2.139 2.731
H -0.354 1.942 2.312
H 0.200 0.365 2.712
H -0.265 0.698 1.079
H 2.177 0.733 1.219
H 1.019 3.596 0.813
H 1.117 2.235 -0.304
H 2.561 3.112 0.212
H 2.374 1.456 3.412
C 3.471 -3.032 1.061
C 1.952 -2.872 1.235
C 1.127 -4.090 0.829
O 1.674 -2.602 2.607
H 3.916 -2.082 1.367
H 3.851 -3.376 0.102
H 3.793 -3.776 1.796
H 1.619 -2.014 0.640
H 0.118 -3.712 0.656
H 1.122 -4.988 1.444
H 1.510 -4.464 -0.126
H 2.372 -2.034 2.952
O -1.344 -2.839 -1.742
H -2.109 -2.809 -1.147
H -1.450 -3.661 -2.240
O 0.631 1.280 -3.227
H 1.450 0.895 -3.600
H 0.356 0.642 -2.538
O 2.709 -0.435 -3.774
H 2.201 -0.950 -3.132
H 3.607 -0.424 -3.424
O -1.723 -1.426 1.744
H -2.465 -1.086 2.258
H -1.153 -1.860 2.393
O -2.252 -1.020 -3.843
H -2.007 -1.611 -3.113
H -1.436 -0.561 -4.084
O -0.028 -0.521 -1.291
H -0.438 -1.366 -1.565
H 0.167 -0.634 -0.353
*
```

Output
SMILES: CC(C)O.CC(C)O.CC(C)O.O.O.O.O.O.O
Energy relative to the best compared isomer or geometry (same formula, charge and spin) in kJ/mol: 115.3
HOMO energy in eV: -9.807
Orbital gap in eV: 9.72
F_max in eV/A: 1.17

***

# C29H33N5O3PdSe4

A molecular structure, C29H33N5O3PdSe4 (ωB97M-V/def2-TZVPD, the OMol25 dataset).

Geometry as ORCA input:
```
! wB97M-V def2-TZVPD RIJCOSX def2/J DEFGRID3
* xyz 0 5
Pd -0.934 -0.064 0.475
C 0.449 2.610 -1.677
C -0.597 3.503 -1.069
C -1.111 4.571 -1.800
C -2.073 5.408 -1.255
C -2.502 5.187 0.039
C -1.995 4.137 0.805
C -2.463 3.932 2.220
C -1.044 3.281 0.242
N -0.579 2.170 0.985
C 0.102 2.406 2.108
O 0.512 3.483 2.546
C 0.434 1.163 2.890
C 1.180 1.243 4.046
C 1.506 0.070 4.711
C 1.084 -1.144 4.191
C 0.338 -1.144 3.030
N 0.010 -0.007 2.418
C -0.116 -2.442 2.416
O 0.051 -3.479 3.062
N -0.608 -2.307 1.182
C -1.176 -3.424 0.525
C -0.532 -3.991 -0.581
C 0.879 -3.592 -0.959
C -1.191 -4.978 -1.313
C -2.457 -5.415 -0.957
C -3.050 -4.913 0.186
C -2.419 -3.933 0.949
C -3.029 -3.475 2.246
H 0.646 2.889 -2.716
H 1.382 2.653 -1.109
H 0.122 1.580 -1.655
H -0.751 4.742 -2.812
H -2.492 6.220 -1.841
H -3.250 5.841 0.478
H -3.375 4.498 2.413
H -2.655 2.874 2.424
H -1.691 4.254 2.924
H 1.485 2.225 4.379
H 2.093 0.103 5.623
H 1.304 -2.101 4.644
H 1.387 -3.111 -0.126
H 1.445 -4.477 -1.261
H 0.887 -2.887 -1.796
H -0.689 -5.421 -2.169
H -2.971 -6.155 -1.561
H -4.019 -5.288 0.502
H -4.055 -3.836 2.345
H -2.438 -3.855 3.082
H -3.028 -2.387 2.337
Se -3.332 1.228 -0.235
Se -3.235 1.833 -2.356
Se -3.128 -1.848 -2.455
Se -3.191 -1.322 -0.330
C 0.293 -0.546 -3.042
N 1.616 -0.199 -2.551
C 2.596 0.192 -3.559
C 3.992 -0.027 -3.032
C 4.133 0.737 -1.739
N 3.077 0.345 -0.811
C 3.325 0.595 0.605
C 1.868 -0.132 -1.216
O 1.037 -0.503 -0.357
H 0.337 -1.444 -3.664
H -0.124 0.276 -3.630
H -0.367 -0.747 -2.215
H 2.452 1.241 -3.840
H 2.420 -0.413 -4.447
H 4.735 0.302 -3.757
H 4.140 -1.091 -2.841
H 4.090 1.815 -1.928
H 5.091 0.524 -1.268
H 4.242 0.089 0.918
H 2.496 0.216 1.191
H 3.431 1.667 0.793
*
```

Output
Energy relative to the best compared isomer or geometry (same formula, charge and spin) in kJ/mol: 6.9
HOMO energy (alpha / beta) in eV: -7.797 / -7.941
Orbital gap (alpha / beta) in eV: 7.02 / 5.18
F_max in eV/A: 2.07

***

# C7H17NO

2 unconnected molecules or ions with the total composition C7H17NO (ωB97M-V/def2-TZVPD, the OMol25 dataset).

Geometry as ORCA input:
```
! wB97M-V def2-TZVPD RIJCOSX def2/J DEFGRID3
* xyz 0 1
C 1.119 2.081 -0.155
N 1.162 0.738 -0.694
C 1.183 -0.376 0.247
C 0.007 -0.364 1.240
C 2.504 -0.364 1.026
C 1.118 -1.651 -0.601
H 1.182 2.778 -0.988
H 0.210 2.315 0.414
H 1.979 2.245 0.487
H 0.385 0.617 -1.338
H 0.079 0.488 1.912
H 0.019 -1.270 1.840
H -0.937 -0.311 0.707
H 3.334 -0.269 0.333
H 2.537 0.462 1.726
H 2.618 -1.287 1.588
H 1.183 -2.535 0.027
H 0.186 -1.686 -1.161
H 1.941 -1.659 -1.311
C -3.521 0.296 -0.346
C -2.563 -0.349 -1.296
O -1.706 0.216 -1.915
H -4.530 0.190 -0.742
H -3.287 1.350 -0.218
H -3.491 -0.215 0.615
H -2.710 -1.443 -1.398
*
```

Output
SMILES: CNC(C)(C)C.CC=O
Energy relative to the best compared isomer or geometry (same formula, charge and spin) in kJ/mol: 116.3
HOMO energy in eV: -8.316
Orbital gap in eV: 9.19
F_max in eV/A: 0.55